Arrangement P

ORCA calculation (ωB97M-V with the def2-TZVPD basis set) on 2 unconnected molecules or ions with the total composition C3H6O2P.

The value obtained for the HOMO energy is -4.17 eV. As for the spin multiplicity: 1. As for the gap between HOMO and LUMO: 7.9615 eV. The molar mass is 105.05 g/mol. The total charge is -1. The value obtained for the LUMO energy is 3.8 eV.

Element x y z (Å)
1 C 0.01 1.01 1.60
2 C 0.08 -0.44 1.45
3 C -0.09 -1.23 0.39
4 O -0.16 -0.53 -2.55
5 O -0.02 1.23 -4.29
6 P 0.36 -0.18 -3.95
7 H 0.73 1.68 1.26
8 H -1.03 1.30 1.10
9 H 0.36 -0.84 2.36
10 H 0.12 -2.29 0.60
11 H -0.34 -0.96 -0.71
12 H -0.02 1.24 2.72

---

Arrangement Q

ORCA calculation (ωB97M-V with the def2-TZVPD basis set) on a molecular structure, C3H6O2P.

The value obtained for the HOMO energy is -4.36 eV. As for the spin multiplicity: 1. As for the gap between HOMO and LUMO: 8.6773 eV. The molar mass is 105.05 g/mol. The total charge is -1. The value obtained for the LUMO energy is 4.3 eV.

Element x y z (Å)
1 C 0.22 -1.05 -0.09
2 C -0.82 -0.27 0.66
3 C 0.57 0.06 -1.07
4 O 1.39 1.41 1.34
5 O -0.60 2.49 0.09
6 P 0.21 1.29 0.45
7 H 1.09 -1.27 0.57
8 H -0.19 -1.99 -0.51
9 H -1.75 -0.04 0.09
10 H -1.27 -0.76 1.69
11 H 1.57 -0.03 -1.59
12 H -0.43 0.17 -1.63

---

Arrangement R

ORCA calculation (ωB97M-V with the def2-TZVPD basis set) on 2 unconnected molecules or ions with the total composition C3H6O2P.

The value obtained for the HOMO energy (spin up / spin down) is -4.65 / -4.28 eV. As for the spin multiplicity: 1. As for the gap between HOMO and LUMO (spin up / spin down): 8.5014 / 7.5572 eV. The molar mass is 105.05 g/mol. The total charge is -1. The value obtained for the LUMO energy (spin up / spin down) is 3.9 / 3.3 eV.

Element x y z (Å)
1 C -1.73 1.76 0.88
2 C -1.34 0.54 0.93
3 C 0.14 -1.03 -0.88
4 O 2.54 0.26 -1.32
5 O 2.39 -2.23 -0.73
6 P 1.92 -0.80 -0.54
7 H -2.53 2.10 1.60
8 H -1.21 2.44 0.26
9 H -1.81 -0.17 1.46
10 H -0.12 -0.47 -1.76
11 H -0.30 -2.02 -0.73
12 H 2.06 -0.37 0.82

---

Stability summary - winner: arrangement Q; margin: 66.4 kJ/mol.

---

Arrangement P

ORCA calculation (ωB97M-V with the def2-TZVPD basis set) on a gas-phase ion, C3H3O2 (charge +1).

The value obtained for the HOMO energy (spin up / spin down) is -16.99 / -16.10 eV. As for the spin multiplicity: 1. As for the gap between HOMO and LUMO (spin up / spin down): 8.5299 / 8.2264 eV. The molar mass is 71.06 g/mol. The total charge is +1. The value obtained for the LUMO energy (spin up / spin down) is -8.5 / -7.9 eV.

Element x y z (Å)
1 C 0.18 -0.02 0.19
2 C 1.41 0.20 -0.46
3 C -0.85 -0.11 0.97
4 O 2.52 0.10 0.23
5 O 2.68 0.33 1.46
6 H -0.80 0.50 1.86
7 H 1.71 0.21 -1.57
8 H -1.83 -0.74 0.80

---

Arrangement Q

ORCA calculation (ωB97M-V with the def2-TZVPD basis set) on a gas-phase ion, C3H3O2 (charge +1).

The value obtained for the HOMO energy is -17.48 eV. As for the spin multiplicity: 1. As for the gap between HOMO and LUMO: 10.1758 eV. The molar mass is 71.06 g/mol. The total charge is +1. The value obtained for the LUMO energy is -7.3 eV.

Element x y z (Å)
1 C 0.58 -0.50 -0.32
2 C -0.01 -0.77 0.84
3 C -0.68 1.32 -0.36
4 O 0.23 0.68 -0.99
5 O -1.20 0.99 0.69
6 H 1.33 -1.10 -0.81
7 H -0.41 -1.08 1.87
8 H -0.95 2.27 -1.03

---

Stability summary - winner: arrangement Q; margin: 463.4 kJ/mol.

---

Arrangement P

ORCA calculation (ωB97M-V with the def2-TZVPD basis set) on a gas-phase ion, C4H7N2O (charge +1).

The value obtained for the HOMO energy (spin up / spin down) is -14.11 / -14.01 eV. As for the spin multiplicity: 1. As for the gap between HOMO and LUMO (spin up / spin down): 9.0068 / 8.9796 eV. The molar mass is 99.11 g/mol. The total charge is +1. The value obtained for the LUMO energy (spin up / spin down) is -5.1 / -5.0 eV.

Element x y z (Å)
1 C 0.37 -0.05 -2.35
2 C -0.77 -0.66 -0.48
3 C -1.28 -0.97 0.81
4 C 1.46 0.42 -0.31
5 N -1.67 -0.88 -2.39
6 N 0.28 -0.11 -0.99
7 O -0.65 -0.47 -2.93
8 H 1.13 0.54 -2.75
9 H -2.30 -0.65 0.89
10 H -1.36 -2.00 0.96
11 H -0.61 -0.34 1.54
12 H 2.34 0.38 -1.03
13 H 1.42 1.49 -0.06
14 H 1.65 -0.20 0.60

---

Arrangement Q

ORCA calculation (ωB97M-V with the def2-TZVPD basis set) on a gas-phase ion, C4H7N2O (charge +1).

The value obtained for the HOMO energy is -14.22 eV. As for the spin multiplicity: 1. As for the gap between HOMO and LUMO: 10.1369 eV. The molar mass is 99.11 g/mol. The total charge is +1. The value obtained for the LUMO energy is -4.1 eV. The SMILES is O=C[C@H]1CNC=[NH+]1.

Element x y z (Å)
1 O 1.09 1.43 -1.75
2 C 1.54 0.87 -0.80
3 C 0.76 -0.30 -0.11
4 C 0.01 0.18 1.19
5 N -1.39 -0.10 0.80
6 C -1.49 -0.63 -0.43
7 N -0.29 -0.76 -0.97
8 H 2.52 1.15 -0.26
9 H 1.69 -1.15 0.09
10 H 0.29 -0.26 2.11
11 H 0.16 1.39 1.33
12 H -2.08 0.25 1.43
13 H -2.46 -0.90 -0.77
14 H -0.34 -1.18 -1.84

---

Arrangement R

ORCA calculation (ωB97M-V with the def2-TZVPD basis set) on a gas-phase ion, C4H7N2O (charge +1).

The value obtained for the HOMO energy is -14.17 eV. As for the spin multiplicity: 1. As for the gap between HOMO and LUMO: 9.4837 eV. The molar mass is 99.11 g/mol. The total charge is +1. The value obtained for the LUMO energy is -4.7 eV.

Element x y z (Å)
1 C 1.28 -0.16 0.95
2 C -0.76 1.01 0.27
3 C -1.02 0.21 -1.02
4 C -0.42 -1.09 -1.32
5 N 0.62 0.94 0.61
6 N 0.78 -1.31 0.61
7 O 0.16 -0.05 -1.83
8 H 2.14 0.04 1.55
9 H -1.13 2.09 0.15
10 H -1.19 0.37 1.01
11 H -1.92 0.45 -1.51
12 H -0.51 -2.15 -1.49
13 H 0.95 1.87 0.94
14 H 1.02 -2.22 1.08

---

Arrangement S

ORCA calculation (ωB97M-V with the def2-TZVPD basis set) on a gas-phase ion, C4H7N2O (charge +1).

The value obtained for the HOMO energy (spin up / spin down) is -12.74 / -12.74 eV. As for the spin multiplicity: 1. As for the gap between HOMO and LUMO (spin up / spin down): 6.7996 / 6.7947 eV. The molar mass is 99.11 g/mol. The total charge is +1. The value obtained for the LUMO energy (spin up / spin down) is -5.9 / -5.9 eV.

Element x y z (Å)
1 C 1.53 -0.53 -0.05
2 C 3.74 0.52 -0.04
3 C 0.21 -0.02 0.04
4 C -0.95 -0.99 0.12
5 N 0.17 1.30 -0.01
6 N -0.97 1.88 0.09
7 O 2.65 0.04 0.21
8 H 1.65 -1.55 -0.23
9 H 4.02 1.00 -0.97
10 H -1.80 -0.69 -0.68
11 H -0.58 -2.07 -0.04
12 H -1.31 -1.01 1.23
13 H -1.73 1.26 -0.09
14 H -1.07 2.91 -0.12

---

Stability summary - winner: arrangement Q; margin: 209.9 kJ/mol.

---

Arrangement P

ORCA calculation (ωB97M-V with the def2-TZVPD basis set) on 2 unconnected molecules or ions with the total composition NO5S.

The value obtained for the HOMO energy (spin up / spin down) is -5.87 / -3.35 eV. As for the spin multiplicity: 1. As for the gap between HOMO and LUMO (spin up / spin down): 8.4961 / 4.1501 eV. The molar mass is 126.07 g/mol. The total charge is -1. The value obtained for the LUMO energy (spin up / spin down) is 2.6 / 0.8 eV.

Element x y z (Å)
1 N -2.76 0.40 -0.08
2 O -3.30 -0.70 0.04
3 O 1.91 -0.43 -1.40
4 O -1.57 0.61 0.14
5 O 2.13 1.27 0.42
6 O 1.93 -1.13 0.91
7 S 1.67 -0.04 -0.03

---

Arrangement Q

ORCA calculation (ωB97M-V with the def2-TZVPD basis set) on a molecular structure, NO5S.

The value obtained for the HOMO energy is -4.19 eV. As for the spin multiplicity: 1. As for the gap between HOMO and LUMO: 7.6402 eV. The molar mass is 126.07 g/mol. The total charge is -1. The value obtained for the LUMO energy is 3.4 eV.

Element x y z (Å)
1 N 1.27 -0.89 0.13
2 O 1.48 -0.75 1.29
3 O -0.44 1.95 -0.14
4 O 1.92 -1.15 -0.81
5 O -2.51 0.64 -0.49
6 O -0.45 -0.61 -0.30
7 S -1.27 0.81 0.31

---

Stability summary - winner: arrangement P; margin: 35.1 kJ/mol.

---

Arrangement P

ORCA calculation (ωB97M-V with the def2-TZVPD basis set) on 2 unconnected molecules or ions with the total composition C4H11OS.

The value obtained for the HOMO energy is -2.79 eV. As for the spin multiplicity: 1. As for the gap between HOMO and LUMO: 6.7725 eV. The molar mass is 107.20 g/mol. The total charge is -1. The value obtained for the LUMO energy is 4.0 eV.

Element x y z (Å)
1 C -1.38 -0.54 -1.08
2 O -0.59 0.15 -2.00
3 C -2.74 -0.83 -1.70
4 H -1.56 0.09 -0.20
5 H -0.90 -1.47 -0.75
6 H -3.25 -1.61 -1.13
7 H -2.64 -1.12 -2.75
8 H -3.37 0.06 -1.72
9 C 2.53 0.82 2.19
10 C 1.48 0.35 1.18
11 S 1.99 0.65 -0.52
12 H 2.61 1.90 2.06
13 H 3.51 0.40 1.98
14 H 2.24 0.61 3.22
15 H 1.22 -0.70 1.37
16 H 0.56 0.91 1.39
17 H 0.30 0.33 -1.55

---

Arrangement Q

ORCA calculation (ωB97M-V with the def2-TZVPD basis set) on 2 unconnected molecules or ions with the total composition C4H11OS.

The value obtained for the HOMO energy is -2.46 eV. As for the spin multiplicity: 1. As for the gap between HOMO and LUMO: 6.0006 eV. The molar mass is 107.20 g/mol. The total charge is -1. The value obtained for the LUMO energy is 3.5 eV.

Element x y z (Å)
1 C 2.04 -0.65 -1.40
2 O 1.17 -0.62 -0.27
3 H 1.55 -0.55 -2.39
4 H 2.85 0.12 -1.32
5 H 2.53 -1.64 -1.43
6 C -0.19 1.72 0.43
7 C -1.24 0.83 -0.25
8 S -2.28 -0.14 0.88
9 C -1.13 -1.44 1.32
10 H 0.01 2.64 -0.16
11 H 0.72 1.16 0.62
12 H -0.58 2.10 1.38
13 H -0.67 0.12 -0.91
14 H -1.94 1.44 -0.84
15 H -0.92 -2.09 0.47
16 H -0.28 -0.97 1.79
17 H -1.64 -2.04 2.10

---

Arrangement R

ORCA calculation (ωB97M-V with the def2-TZVPD basis set) on 2 unconnected molecules or ions with the total composition C4H11OS.

The value obtained for the HOMO energy is -2.78 eV. As for the spin multiplicity: 1. As for the gap between HOMO and LUMO: 6.9500 eV. The molar mass is 107.20 g/mol. The total charge is -1. The value obtained for the LUMO energy is 4.2 eV.

Element x y z (Å)
1 C -0.05 2.79 0.21
2 C -1.18 1.94 0.80
3 S -0.58 0.36 1.47
4 H 0.43 2.31 -0.64
5 H 0.72 2.99 0.96
6 H -0.45 3.75 -0.14
7 H -1.94 1.73 0.04
8 H -1.64 2.53 1.60
9 C 0.37 -1.78 -1.07
10 O 1.21 -0.67 -0.81
11 C 0.54 -2.85 -0.01
12 H -0.68 -1.45 -1.11
13 H 0.67 -2.15 -2.05
14 H 0.78 -0.17 -0.03
15 H 0.21 -2.48 0.96
16 H 0.00 -3.78 -0.24
17 H 1.61 -3.07 0.06

---

Stability summary - winner: arrangement R; margin: 9.6 kJ/mol.

---

Arrangement P

ORCA calculation (ωB97M-V with the def2-TZVPD basis set) on a single C4H4Br2N2 molecule.

The value obtained for the HOMO energy (spin up / spin down) is -8.71 / -8.58 eV. As for the spin multiplicity: 1. As for the gap between HOMO and LUMO (spin up / spin down): 7.7560 / 8.0903 eV. The molar mass is 239.90 g/mol. The value obtained for the LUMO energy (spin up / spin down) is -1.0 / -0.5 eV.

Element x y z (Å)
1 C -0.97 -1.23 -1.58
2 C 0.70 -0.36 -0.12
3 C -1.26 -0.14 -2.32
4 C 0.06 1.05 0.21
5 N 0.21 -1.27 -0.83
6 N 0.14 1.95 -0.87
7 Br -2.47 0.67 -3.45
8 Br 1.70 2.76 -1.21
9 H -1.74 -1.96 -1.27
10 H 1.57 -0.68 0.31
11 H -0.95 0.87 0.33
12 H 0.51 1.38 1.07

---

Arrangement Q

ORCA calculation (ωB97M-V with the def2-TZVPD basis set) on 2 unconnected molecules or ions with the total composition C4H4Br2N2.

The value obtained for the HOMO energy (spin up / spin down) is -9.88 / -9.88 eV. As for the spin multiplicity: 1. As for the gap between HOMO and LUMO (spin up / spin down): 7.9652 / 7.9658 eV. The molar mass is 239.90 g/mol. The value obtained for the LUMO energy (spin up / spin down) is -1.9 / -1.9 eV. The SMILES is C=C1N=NC=C1Br.Br.

Element x y z (Å)
1 C -1.44 -1.83 0.07
2 C -0.63 -0.77 0.01
3 N 0.76 -0.72 0.10
4 N 1.12 0.49 0.20
5 C 0.13 1.37 -0.02
6 C -1.09 0.66 -0.03
7 Br -2.90 1.27 -0.12
8 H -2.46 -1.66 -0.06
9 H -1.24 -2.84 0.14
10 H 0.27 2.38 0.11
11 Br 4.48 0.72 -0.32
12 H 3.01 0.93 -0.07

---

Stability summary - winner: arrangement Q; margin: 358.8 kJ/mol.